This record from the OMol25 dataset describes the ion C4H2IO2 with charge -1 at a distorted geometry. The level of theory is the ωB97M-V functional and the def2-TZVPD basis.

Each line ends with the Löwdin charge.
Positions of all 9 atoms, in Å:
C 0.925 -1.295 0.020  -0.854
H -0.470 1.929 -1.351  0.006
C 0.261 -0.339 1.015  0.000
C -0.862 1.292 -0.562  -0.569
C -0.153 0.668 0.336  -0.185
I -3.063 1.422 -0.688  0.526
O 0.294 -2.004 -0.687  0.025
O 2.142 -1.165 0.117  -0.035
H 0.927 -0.508 1.801  0.086

Computed properties:
structure (SMILES)	O=C([O-])C=C=CI
ΔE to the lowest compared entry with this formula, charge and spin	0.664	eV
total charge	-1
HOMO level	-4.42	eV

***

This record from the OMol25 dataset describes a structure of composition F6InN3O12S6 at a distorted geometry. The level of theory is the ωB97M-V functional and the def2-TZVPD basis.

Each line ends with the Löwdin charge.
Positions of all 28 atoms, in Å:
O 9.679 8.344 12.666  -0.244
S 5.117 1.940 13.545  0.584
O 5.452 8.142 18.542  -0.164
O 5.896 1.027 12.762  -0.192
F 3.367 6.015 15.367  -0.165
S 5.599 8.030 17.091  0.416
O 7.964 9.736 13.955  -0.208
O 7.442 7.048 11.140  -0.173
F 5.975 5.979 12.813  -0.264
N 7.604 7.068 13.793  -0.324
N 5.780 2.556 14.984  -0.278
N 5.307 6.741 16.438  -0.241
S 8.550 8.434 13.662  0.606
In 7.359 4.899 15.535  1.159
O 4.017 1.033 16.009  -0.168
F 5.853 1.852 17.168  -0.187
F 5.306 3.241 12.654  -0.185
O 6.272 0.166 15.495  -0.181
S 6.886 7.311 12.475  0.500
O 5.761 8.230 12.361  -0.155
O 2.927 8.130 16.396  -0.176
F 7.167 7.851 17.007  -0.206
S 3.651 6.899 16.661  0.588
S 5.408 1.312 15.729  0.403
F 9.405 8.181 15.020  -0.204
O 3.638 1.940 13.469  -0.205
O 5.382 9.246 16.283  -0.146
O 3.082 6.007 17.653  -0.192

Computed properties:
ΔE to the lowest compared entry with this formula, charge and spin	5.706	eV
total charge	0
HOMO level	-11.39	eV

***

This record from the OMol25 dataset describes a structure of composition C24H25Br2N2O5PtS. The level of theory is the ωB97M-V functional and the def2-TZVPD basis.

Each line ends with the Löwdin charge.
Positions of all 60 atoms, in Å:
N -3.157 0.658 -2.866  -0.251
H 3.016 2.031 -2.484  0.038
H -2.214 1.991 -1.576  0.063
H -1.034 -4.416 -0.095  0.092
H 4.409 -1.526 -2.617  0.059
H -1.105 0.618 -3.173  0.103
H 3.821 0.771 -3.472  0.059
H -2.776 -2.583 -3.540  0.098
C 2.950 -2.325 3.646  -0.028
C -3.091 1.346 -1.595  -0.110
C 1.628 -0.749 5.470  -0.678
Br 0.697 0.334 6.731  0.686
H -2.053 -0.451 -4.208  0.113
O 1.415 0.083 1.423  -0.166
C -1.936 -0.091 -3.180  -0.177
C -1.626 -1.277 -2.288  -0.249
C 3.788 1.261 -2.499  -0.256
C -1.988 -3.643 -1.859  -0.116
C -2.476 2.839 2.036  -0.110
C -0.638 -2.327 -0.373  -0.136
H 3.633 -3.447 5.344  0.097
H -3.981 1.970 -1.481  0.085
C -0.826 -1.172 -1.140  -0.250
C 2.197 -1.248 3.200  -0.113
C -4.358 -0.144 -2.958  -0.126
C 4.532 -1.181 -1.590  -0.253
C 2.380 -1.817 5.932  -0.149
H -2.424 -4.591 -2.152  0.087
H 2.440 -2.027 6.991  0.090
O 2.641 -1.729 0.918  -0.033
H -1.333 5.300 -0.001  0.117
H 3.449 -2.934 2.903  0.111
C -1.211 -3.543 -0.714  -0.109
C -2.388 4.100 1.477  -0.053
H -5.234 0.498 -2.833  0.075
H 4.332 -1.978 -0.876  0.042
O 0.608 4.663 -1.363  0.024
Br -1.753 0.130 2.303  0.838
H -3.032 4.894 1.834  0.107
Pt 0.285 0.500 -0.640  1.159
H 4.756 1.683 -2.229  0.054
H 0.005 -2.278 0.499  0.075
H 0.940 0.380 3.762  0.081
C -0.688 3.282 0.029  -0.189
N -0.779 2.058 0.564  -0.035
C -1.471 4.337 0.466  0.001
C 3.044 -2.606 5.001  -0.087
H 5.525 -0.762 -1.427  0.055
C 0.304 3.500 -1.125  -0.632
C -2.182 -2.511 -2.633  -0.085
H -3.027 0.664 -0.730  0.077
H -4.415 -0.940 -2.200  0.083
C -1.639 1.846 1.541  -0.723
O 2.029 -0.536 -1.853  -0.591
H -3.166 2.605 2.832  0.094
O 0.685 2.449 -1.733  -0.145
S 3.307 0.063 -1.282  0.849
H -4.421 -0.614 -3.942  0.078
C 2.078 -0.954 1.701  -0.653
C 1.528 -0.453 4.123  -0.087

Computed properties:
ΔE to the lowest compared entry with this formula, charge and spin	0.000	eV
2S+1	3
total charge	-1
HOMO level (spin up / spin down)	-4.00 / -5.20	eV

***

This record from the OMol25 dataset describes an isolated molecule of C5H8O. The level of theory is the ωB97M-V functional and the def2-TZVPD basis.

Each line ends with the Löwdin charge.
Positions of all 14 atoms, in Å:
H -1.331 1.099 -0.582  0.105
C -0.658 -0.946 -0.173  -0.202
C 1.477 0.054 -1.062  -0.004
H -2.118 0.337 0.798  0.120
H 2.551 0.020 -1.219  0.058
H 1.367 -1.857 -0.221  0.101
H 0.088 2.155 1.018  0.121
C -0.187 1.100 1.240  -0.284
H -1.246 -1.280 -1.041  0.114
H -0.853 -1.670 0.624  0.109
O 0.279 0.533 2.200  0.052
C -1.157 0.439 0.275  -0.173
H 0.973 0.979 -1.345  0.063
C 0.817 -0.962 -0.512  -0.180

Computed properties:
structure (SMILES)	C=CCCC=O
ΔE to the lowest compared entry with this formula, charge and spin	1.276	eV
total charge	0
HOMO level	-9.68	eV

***

This record from the OMol25 dataset describes an isolated molecule of C4H7NO. The level of theory is the ωB97M-V functional and the def2-TZVPD basis.

Each line ends with the Löwdin charge.
Positions of all 13 atoms, in Å:
H 2.115 -0.058 0.834  0.098
O -2.783 -0.765 1.347  0.048
H -1.763 0.459 -0.758  0.131
C 1.450 -0.408 0.039  -0.142
N 0.270 0.338 -0.164  -0.168
C 1.229 0.463 -1.182  -0.137
C -1.120 0.466 0.133  -0.141
H -0.819 -1.204 1.563  0.124
H 1.506 -1.491 -0.140  0.100
H 1.743 1.422 -1.250  0.097
H 1.109 -0.050 -2.146  0.103
C -1.617 -0.600 1.085  -0.239
H -1.319 1.429 0.640  0.127

Computed properties:
structure (SMILES)	O=CCN1CC1
ΔE to the lowest compared entry with this formula, charge and spin	3.193	eV
total charge	0
HOMO level	-8.55	eV

***

This record from the OMol25 dataset describes an isolated molecule of C4H5NOS5 at a distorted geometry. The level of theory is the ωB97M-V functional and the def2-TZVPD basis.

Each line ends with the Löwdin charge.
Positions of all 16 atoms, in Å:
N 2.377 2.031 0.990  -0.196
C 0.196 0.448 0.911  -0.225
S -2.135 2.839 1.457  -0.005
H -0.432 -1.095 -1.885  0.124
H -0.260 0.069 1.747  0.047
H 0.550 0.791 -1.102  0.113
H -2.825 -1.647 -0.808  0.048
H 3.038 2.573 1.431  -0.006
C -0.025 0.257 -0.378  -0.185
S -0.510 3.438 0.411  0.213
S -3.341 1.551 0.392  0.112
C -2.013 -1.040 -0.397  -0.488
S -2.929 -0.440 0.989  0.495
C -0.870 -0.718 -0.965  -0.155
S 0.991 1.932 1.517  0.486
O 0.724 2.069 2.915  -0.379

Computed properties:
structure (SMILES)	N=[S@]1(=O)/C=C/C=C\SSSS1
ΔE to the lowest compared entry with this formula, charge and spin	0.574	eV
total charge	0
HOMO level	-8.94	eV